Record 1
Molecular formula: C3H11O2S
Method: DFT, wB97M-V/def2-TZVPD

Properties
Frontier orbital gap: 6.517 eV
Max |F|: 3.715 eV/A
Lowest unoccupied orbital energy: 0.1404 Ha
Relative energy (zero: lowest compared OMol25 entry of this formula, charge and spin): 1.556 eV
Net charge: -1
Highest occupied orbital energy: -0.0992 Ha

Geometry as XYZ:
```
17
C3H11O2S wB97M-V/def2-TZVPD
C 0.3303 -0.9115 0.0111
C 0.8052 0.4404 -0.3754
C 1.5507 1.0457 0.7954
S 0.4242 2.0814 1.8147
H 0.7617 -1.7226 -0.6138
H -0.7695 -0.8755 0.0472
H 0.5558 -1.1447 1.1208
H 1.5556 0.3531 -1.2037
H -0.0641 0.9972 -0.5572
H 2.4546 1.4669 0.3929
H 2.1845 0.3231 1.4300
H -1.5096 -0.4809 -1.9036
H -0.5263 0.0045 -2.9359
O -1.3711 -0.3166 -2.8540
H -1.8891 0.2869 1.3905
H -1.9993 -1.1300 1.9509
O -2.4935 -0.4173 1.4901
```

Charges per atom according to Löwdin partitioning, unit e: atom 1 (C): -0.18, atom 2 (C): -0.42, atom 3 (C): -0.81, atom 4 (S): 0.13, atom 5 (H): 0.07, atom 6 (H): 0.03, atom 7 (H): 0.09, atom 8 (H): 0.11, atom 9 (H): 0.04, atom 10 (H): 0.01, atom 11 (H): 0.06, atom 12 (H): 0.03, atom 13 (H): -0.03, atom 14 (O): -0.03, atom 15 (H): -0.06, atom 16 (H): 0.05, atom 17 (O): -0.09

=====

Record 2
Molecular formula: C16H23F3N4NiO3PS
Method: DFT, wB97M-V/def2-TZVPD

Properties
Frontier orbital gap (spin up / spin down): 7.717 / 7.548 eV
Max |F|: 3.079 eV/A
Lowest unoccupied orbital energy (spin up / spin down): -0.1171 / -0.1235 Ha
Relative energy (zero: lowest compared OMol25 entry of this formula, charge and spin): 0.483 eV
Multiplicity: 3
Net charge: +1
Highest occupied orbital energy (spin up / spin down): -0.4007 / -0.4009 Ha
Expectation value of S²: 2.01

Geometry as XYZ:
```
52
C16H23F3N4NiO3PS wB97M-V/def2-TZVPD
Ni 1.0435 1.0269 -0.1157
F 0.9443 0.5458 6.1270
C 0.5080 0.8792 4.9056
F -0.6681 0.2301 4.7181
F 0.2457 2.1872 4.9102
C 1.4986 0.4836 3.8465
C 2.6661 -0.1779 4.1869
C 3.5347 -0.6043 3.1894
C 3.1991 -0.3511 1.8758
N 2.0810 0.2935 1.5411
C 1.2270 0.7267 2.4922
S -0.1622 1.5410 1.8483
H 2.8932 -0.3557 5.2292
H 4.4481 -1.1267 3.4316
H 3.8366 -0.6584 1.0560
C 0.4440 2.0943 -3.5702
C 0.6846 3.0126 -2.3887
C 0.3947 4.4653 -2.6552
O -0.0846 2.5057 -1.2762
C 2.2696 2.8085 -2.0145
O 3.0371 3.6340 -2.4501
O 2.4344 1.7450 -1.3321
H -0.5884 2.1790 -3.9284
H 0.6265 1.0591 -3.2665
H 1.1199 2.3453 -4.3845
H -0.6154 4.5911 -3.0590
H 1.1155 4.8578 -3.3661
H 0.4777 5.0562 -1.7393
H -0.2861 3.2321 -0.6752
C -1.4162 -3.7039 -0.3340
N -1.7817 -2.6521 0.7164
C -3.0753 -1.9611 0.2648
N -2.9300 -1.4251 -1.0414
C -2.5622 -2.4657 -1.9969
N -1.3079 -3.1138 -1.6196
C -0.1496 -2.2373 -1.7714
P -0.2814 -0.7258 -0.6880
C -0.6825 -1.6589 0.8882
C -2.0360 -0.2720 -1.1020
H -2.2117 -4.4497 -0.3266
H -0.4748 -4.1602 -0.0301
H -1.9508 -3.1146 1.6109
H -3.2979 -1.1760 0.9868
H -3.8602 -2.7178 0.2847
H -2.4597 -2.0233 -2.9857
H -3.3516 -3.2184 -2.0277
H -0.0662 -1.9295 -2.8149
H 0.7628 -2.7852 -1.5271
H -0.9752 -0.9203 1.6364
H 0.2119 -2.1743 1.2430
H -2.0676 0.1617 -2.1025
H -2.3615 0.4972 -0.3994
```

Charges per atom according to Löwdin partitioning, unit e: atom 1 (Ni): 0.36, atom 2 (F): 0.15, atom 3 (C): -0.61, atom 4 (F): 0.11, atom 5 (F): 0.15, atom 6 (C): -0.11, atom 7 (C): 0.03, atom 8 (C): -0.03, atom 9 (C): -0.09, atom 10 (N): -0.04, atom 11 (C): -0.65, atom 12 (S): 0.72, atom 13 (H): 0.13, atom 14 (H): 0.11, atom 15 (H): 0.13, atom 16 (C): -0.02, atom 17 (C): -0.50, atom 18 (C): -0.01, atom 19 (O): -0.11, atom 20 (C): -0.59, atom 21 (O): 0.09, atom 22 (O): -0.10, atom 23 (H): 0.09, atom 24 (H): 0.07, atom 25 (H): 0.11, atom 26 (H): 0.09, atom 27 (H): 0.10, atom 28 (H): 0.10, atom 29 (H): 0.10, atom 30 (C): -0.10, atom 31 (N): -0.06, atom 32 (C): -0.09, atom 33 (N): -0.14, atom 34 (C): -0.14, atom 35 (N): -0.15, atom 36 (C): -0.26, atom 37 (P): 1.04, atom 38 (C): -0.25, atom 39 (C): -0.26, atom 40 (H): 0.15, atom 41 (H): 0.15, atom 42 (H): 0.19, atom 43 (H): 0.15, atom 44 (H): 0.15, atom 45 (H): 0.14, atom 46 (H): 0.14, atom 47 (H): 0.11, atom 48 (H): 0.11, atom 49 (H): 0.05, atom 50 (H): 0.11, atom 51 (H): 0.11, atom 52 (H): 0.10

=====

Record 3
Molecular formula: C25H56FN2O
Method: DFT, wB97M-V/def2-TZVPD

Properties
Frontier orbital gap: 9.550 eV
Max |F|: 1.164 eV/A
Lowest unoccupied orbital energy: -0.1030 Ha
Relative energy (zero: lowest compared OMol25 entry of this formula, charge and spin): 0.197 eV
Net charge: +1
Highest occupied orbital energy: -0.4540 Ha

Geometry as XYZ:
```
85
C25H56FN2O wB97M-V/def2-TZVPD
C 2.3734 0.1887 -0.9567
O 2.2493 -0.2596 -2.2886
C 2.3879 -1.6522 -2.4369
C 1.1328 -2.4180 -1.9930
C 0.8977 -3.6573 -2.8569
C -0.2023 -4.6449 -2.3888
C -0.7947 -4.4413 -0.9877
C -1.6818 -3.2080 -0.7954
C -2.6780 -3.3786 0.3566
C -3.9460 -2.5220 0.2279
F -4.3574 -2.1422 1.4888
C -3.7783 -1.2492 -0.6070
C -2.9472 -1.4161 -1.8890
C -3.6438 -0.9780 -3.1685
C -2.7009 -0.8579 -4.3692
N -3.4291 -0.2647 -5.4797
N -2.4414 -2.8343 -2.0189
H 3.4047 0.4484 -0.7093
H 1.7696 1.0880 -0.8441
H 2.0202 -0.5398 -0.2223
H 3.2610 -2.0161 -1.8854
H 2.5746 -1.8318 -3.4954
H 1.2158 -2.6550 -0.9327
H 0.3019 -1.7166 -2.1301
H 1.8390 -4.1854 -3.0024
H 0.6190 -3.2864 -3.8466
H 0.2063 -5.6544 -2.4013
H -0.9995 -4.6720 -3.1373
H 0.0128 -4.3967 -0.2587
H -1.3666 -5.3385 -0.7411
H -1.0425 -2.3632 -0.5458
H -2.1803 -3.1214 1.2912
H -2.9757 -4.4239 0.4500
H -4.7364 -3.1307 -0.2187
H -3.3304 -0.4798 0.0200
H -4.7715 -0.8918 -0.8749
H -2.0376 -0.8201 -1.7924
H -4.0925 0.0017 -3.0059
H -4.4626 -1.6649 -3.4102
H -2.2974 -1.8517 -4.6283
H -1.8772 -0.1969 -4.1004
H -4.1799 -0.8726 -5.7763
H -2.8245 -0.1035 -6.2716
H -1.8597 -2.8608 -2.8564
H -3.2182 -3.4821 -2.1543
C 7.3065 4.0930 0.9527
C 6.5847 3.3361 2.0638
C 7.3446 2.1058 2.5574
C 7.5837 1.0296 1.4970
C 6.3178 0.4932 0.8319
C 5.3584 -0.1838 1.8070
H 7.4324 3.4788 0.0597
H 6.7464 4.9823 0.6615
H 8.2960 4.4150 1.2820
H 5.5858 3.0493 1.7217
H 6.4320 4.0094 2.9109
H 6.8059 1.6722 3.4047
H 8.3145 2.4230 2.9511
H 8.1195 0.1967 1.9625
H 8.2504 1.4195 0.7238
H 6.6098 -0.2273 0.0628
H 5.7984 1.3016 0.3083
H 5.8457 -1.0155 2.3193
H 4.4894 -0.5817 1.2782
H 4.9933 0.5121 2.5635
C -4.8071 5.2917 2.9720
C -4.0214 4.2557 3.7704
C -2.9384 3.5504 2.9556
C -3.4562 2.7529 1.7578
C -4.4826 1.6740 2.1004
C -3.9440 0.5922 3.0317
H -5.3514 4.8376 2.1422
H -5.5385 5.7944 3.6048
H -4.1412 6.0534 2.5619
H -4.7108 3.5213 4.1959
H -3.5444 4.7490 4.6202
H -2.3692 2.8907 3.6165
H -2.2261 4.2967 2.5913
H -2.5987 2.2837 1.2594
H -3.8918 3.4369 1.0244
H -4.8175 1.2072 1.1676
H -5.3728 2.1263 2.5429
H -3.0671 0.1044 2.5975
H -4.6958 -0.1748 3.2119
H -3.6529 1.0007 3.9997
```

Charges per atom according to Löwdin partitioning, unit e: atom 1 (C): -0.10, atom 2 (O): -0.18, atom 3 (C): -0.23, atom 4 (C): -0.19, atom 5 (C): -0.18, atom 6 (C): -0.18, atom 7 (C): -0.14, atom 8 (C): -0.27, atom 9 (C): -0.05, atom 10 (C): -0.31, atom 11 (F): 0.01, atom 12 (C): -0.05, atom 13 (C): -0.25, atom 14 (C): -0.15, atom 15 (C): -0.29, atom 16 (N): 0.01, atom 17 (N): 0.14, atom 18 (H): 0.08, atom 19 (H): 0.09, atom 20 (H): 0.08, atom 21 (H): 0.13, atom 22 (H): 0.13, atom 23 (H): 0.11, atom 24 (H): 0.10, atom 25 (H): 0.12, atom 26 (H): 0.11, atom 27 (H): 0.12, atom 28 (H): 0.10, atom 29 (H): 0.13, atom 30 (H): 0.12, atom 31 (H): 0.14, atom 32 (H): 0.14, atom 33 (H): 0.13, atom 34 (H): 0.15, atom 35 (H): 0.12, atom 36 (H): 0.13, atom 37 (H): 0.15, atom 38 (H): 0.14, atom 39 (H): 0.13, atom 40 (H): 0.10, atom 41 (H): 0.12, atom 42 (H): 0.08, atom 43 (H): 0.08, atom 44 (H): 0.14, atom 45 (H): 0.20, atom 46 (C): -0.11, atom 47 (C): -0.27, atom 48 (C): -0.23, atom 49 (C): -0.23, atom 50 (C): -0.28, atom 51 (C): -0.11, atom 52 (H): 0.06, atom 53 (H): 0.07, atom 54 (H): 0.08, atom 55 (H): 0.09, atom 56 (H): 0.10, atom 57 (H): 0.10, atom 58 (H): 0.11, atom 59 (H): 0.11, atom 60 (H): 0.10, atom 61 (H): 0.10, atom 62 (H): 0.09, atom 63 (H): 0.08, atom 64 (H): 0.05, atom 65 (H): 0.07, atom 66 (C): -0.11, atom 67 (C): -0.27, atom 68 (C): -0.23, atom 69 (C): -0.23, atom 70 (C): -0.27, atom 71 (C): -0.11, atom 72 (H): 0.06, atom 73 (H): 0.07, atom 74 (H): 0.08, atom 75 (H): 0.10, atom 76 (H): 0.11, atom 77 (H): 0.10, atom 78 (H): 0.11, atom 79 (H): 0.10, atom 80 (H): 0.10, atom 81 (H): 0.09, atom 82 (H): 0.10, atom 83 (H): 0.06, atom 84 (H): 0.07, atom 85 (H): 0.07

=====

Record 4
Molecular formula: C5H9NO
Method: DFT, wB97M-V/def2-TZVPD

Properties
Frontier orbital gap: 11.564 eV
Max |F|: 1.117 eV/A
Lowest unoccupied orbital energy: 0.0252 Ha
Relative energy (zero: lowest compared OMol25 entry of this formula, charge and spin): 0.942 eV
Highest occupied orbital energy: -0.3998 Ha

Geometry as XYZ:
```
16
C5H9NO wB97M-V/def2-TZVPD
C -0.4119 -0.1723 -1.5778
C 0.7066 0.1795 -0.6035
O 0.9213 1.5768 -0.5249
C 0.4345 -0.2719 0.8483
C -0.7090 0.4904 1.5271
C 0.1858 -1.7211 0.8553
N -0.0398 -2.8552 0.8122
H -0.6867 -1.2288 -1.5005
H -0.0883 0.0077 -2.6095
H -1.2989 0.4384 -1.3821
H 1.6310 -0.3251 -0.9259
H 0.9598 1.9238 -1.4243
H 1.3559 -0.0916 1.4154
H -0.8032 0.1843 2.5727
H -1.6650 0.3054 1.0284
H -0.4920 1.5597 1.4891
```

Charges per atom according to Löwdin partitioning, unit e: atom 1 (C): -0.04, atom 2 (C): -0.42, atom 3 (O): -0.03, atom 4 (C): -0.31, atom 5 (C): -0.05, atom 6 (C): -0.20, atom 7 (N): 0.16, atom 8 (H): 0.08, atom 9 (H): 0.08, atom 10 (H): 0.09, atom 11 (H): 0.15, atom 12 (H): 0.10, atom 13 (H): 0.15, atom 14 (H): 0.09, atom 15 (H): 0.09, atom 16 (H): 0.08

=====

Record 5
Molecular formula: C4H8O2S
Method: DFT, wB97M-V/def2-TZVPD

Properties
Frontier orbital gap: 8.868 eV
Max |F|: 4.061 eV/A
Lowest unoccupied orbital energy: -0.0094 Ha
Relative energy (zero: lowest compared OMol25 entry of this formula, charge and spin): 3.580 eV
Highest occupied orbital energy: -0.3353 Ha

Geometry as XYZ:
```
15
C4H8O2S wB97M-V/def2-TZVPD
C -1.8616 -0.8133 -1.1204
C 0.4198 1.0646 0.9773
C -0.2417 -0.3482 0.7173
C 1.4611 1.2431 -0.2120
O 2.9276 -0.9013 0.5080
O -1.5590 -0.2163 0.1536
S 2.8254 0.2352 -0.3910
H -2.1042 -1.8454 -0.8298
H -0.8600 -0.7959 -1.6580
H -0.4131 1.6972 0.8108
H 0.9117 1.0351 1.9797
H 0.3971 -1.0254 0.0155
H -0.3204 -0.9435 1.6619
H -2.6485 -0.3462 -1.6578
H 1.0658 1.9603 -0.9553
```

Charges per atom according to Löwdin partitioning, unit e: atom 1 (C): -0.07, atom 2 (C): -0.17, atom 3 (C): -0.24, atom 4 (C): -0.34, atom 5 (O): -0.56, atom 6 (O): -0.24, atom 7 (S): 0.86, atom 8 (H): 0.09, atom 9 (H): 0.10, atom 10 (H): 0.08, atom 11 (H): 0.12, atom 12 (H): 0.11, atom 13 (H): 0.12, atom 14 (H): 0.07, atom 15 (H): 0.07

=====

Record 6
Molecular formula: C20H20N2O3S
Method: DFT, wB97M-V/def2-TZVPD

Properties
Frontier orbital gap: 8.848 eV
Max |F|: 0.777 eV/A
Lowest unoccupied orbital energy: 0.0125 Ha
Relative energy (zero: lowest compared OMol25 entry of this formula, charge and spin): 0.547 eV
Highest occupied orbital energy: -0.3126 Ha

Geometry as XYZ:
```
46
C20H20N2O3S wB97M-V/def2-TZVPD
C 5.1060 1.0029 1.5423
H 4.1838 0.9103 2.1262
O 4.9954 0.3923 0.2796
C 4.1410 1.0533 -0.6206
H 4.3319 0.5806 -1.5881
C 2.6562 0.9133 -0.2686
H 2.4346 1.4580 0.6513
H 2.4339 -0.1437 -0.1060
C 1.7683 1.4642 -1.3831
N 0.3679 1.2773 -1.0535
C -0.2687 0.1096 -1.3195
N -1.4748 -0.1740 -0.9811
C -2.2059 0.7496 -0.2901
C -3.5202 0.4495 0.0803
C -4.2550 1.3792 0.7798
C -3.7047 2.6153 1.1205
C -2.4121 2.9217 0.7608
C -1.6476 1.9934 0.0505
C -0.2722 2.2940 -0.3229
O 0.3266 3.3130 -0.0510
H -1.9622 3.8705 1.0113
H -4.2976 3.3324 1.6678
H -5.2704 1.1511 1.0683
H -3.9238 -0.5123 -0.1935
S 0.6000 -1.1526 -2.1643
C -0.6502 -2.4552 -1.9981
H -1.3962 -2.3330 -2.7837
C -1.3661 -2.4715 -0.6469
O -2.5274 -2.8037 -0.5981
C -0.5441 -2.2373 0.5685
C -1.1859 -1.7332 1.6993
C -0.4662 -1.4356 2.8395
C 0.9019 -1.6560 2.8722
C 1.5410 -2.1963 1.7687
C 0.8252 -2.4878 0.6205
H 1.3386 -2.9261 -0.2218
H 2.6036 -2.3878 1.7983
H 1.4676 -1.4174 3.7608
H -0.9713 -1.0308 3.7039
H -2.2509 -1.5649 1.6554
H -0.1205 -3.3978 -2.1480
H 1.9296 2.5398 -1.4918
H 1.9773 0.9638 -2.3317
H 4.4072 2.1191 -0.6876
H 5.3604 2.0651 1.4468
H 5.9100 0.4846 2.0617
```

Charges per atom according to Löwdin partitioning, unit e: atom 1 (C): -0.11, atom 2 (H): 0.08, atom 3 (O): -0.19, atom 4 (C): -0.23, atom 5 (H): 0.13, atom 6 (C): -0.15, atom 7 (H): 0.12, atom 8 (H): 0.10, atom 9 (C): -0.17, atom 10 (N): 0.02, atom 11 (C): -0.54, atom 12 (N): 0.10, atom 13 (C): -0.20, atom 14 (C): -0.01, atom 15 (C): -0.06, atom 16 (C): -0.07, atom 17 (C): -0.01, atom 18 (C): -0.06, atom 19 (C): -0.35, atom 20 (O): 0.09, atom 21 (H): 0.12, atom 22 (H): 0.10, atom 23 (H): 0.11, atom 24 (H): 0.11, atom 25 (S): 1.04, atom 26 (C): -0.34, atom 27 (H): 0.09, atom 28 (C): -0.46, atom 29 (O): 0.08, atom 30 (C): -0.18, atom 31 (C): -0.02, atom 32 (C): -0.06, atom 33 (C): -0.08, atom 34 (C): -0.08, atom 35 (C): -0.07, atom 36 (H): 0.10, atom 37 (H): 0.11, atom 38 (H): 0.10, atom 39 (H): 0.11, atom 40 (H): 0.11, atom 41 (H): 0.09, atom 42 (H): 0.13, atom 43 (H): 0.10, atom 44 (H): 0.13, atom 45 (H): 0.09, atom 46 (H): 0.09

=====

Record 7
Molecular formula: H7NO3Si2
Method: DFT, wB97M-V/def2-TZVPD

Properties
Frontier orbital gap: 10.465 eV
Max |F|: 3.703 eV/A
Lowest unoccupied orbital energy: 0.0219 Ha
Relative energy (zero: lowest compared OMol25 entry of this formula, charge and spin): 0.000 eV
Highest occupied orbital energy: -0.3627 Ha

Geometry as XYZ:
```
13
H7NO3Si2 wB97M-V/def2-TZVPD
N 1.6792 -1.2903 0.2029
O -2.6648 -0.4793 -0.6769
O 2.3151 1.1007 -0.0808
O -0.3627 0.6663 0.1802
Si -1.9277 0.3519 0.5118
Si 1.0023 0.1383 -0.3801
H 2.6085 -1.2597 0.6206
H 1.1283 -2.1586 0.1737
H -2.1718 -0.5627 -1.4475
H 2.1303 2.0290 0.1518
H -2.2182 -0.2441 1.7705
H -2.3364 1.7811 0.8165
H 0.8180 -0.0727 -1.8425
```

Charges per atom according to Löwdin partitioning, unit e: atom 1 (N): -0.05, atom 2 (O): -0.15, atom 3 (O): -0.16, atom 4 (O): -0.30, atom 5 (Si): 0.40, atom 6 (Si): 0.13, atom 7 (H): 0.04, atom 8 (H): 0.05, atom 9 (H): 0.01, atom 10 (H): 0.06, atom 11 (H): -0.04, atom 12 (H): -0.02, atom 13 (H): 0.01